# 1
A structure of composition C42H61N3O2PW, computed with wB97M-V/def2-TZVPD.

Last column: Löwdin charge in e.
Element x y z (Å)
1 W -0.2926 -1.2108 1.3799  1.796
2 P 0.2218 1.2823 -1.1193  0.966
3 O 3.6213 -2.4879 0.9423  0.154
4 O 0.3356 0.0355 -0.1492  -0.474
5 N -0.9254 -2.5457 -0.2982  -0.001
6 N 1.3433 -2.2910 0.8930  -0.111
7 N 1.3948 -0.3774 2.6024  0.012
8 C 1.7791 1.9638 -3.4366  -0.181
9 C 1.3277 0.5934 3.5301  -0.153
10 C -3.0034 -0.8507 1.7891  -0.190
11 C 0.8878 4.0732 -0.8442  -0.156
12 C -1.7973 0.0193 -2.6564  -0.187
13 C -1.4715 -0.4926 3.6312  -0.217
14 C 3.8438 0.4920 -3.7751  -0.172
15 C 0.2268 2.8434 -0.1677  -0.332
16 C 2.8970 3.8612 0.6999  -0.164
17 C -0.9949 -1.8188 3.5224  -0.299
18 C 3.6837 -0.7290 3.2095  0.065
19 C 3.2247 1.8910 -3.9658  -0.155
20 C 1.6561 1.0804 -2.1837  -0.332
21 C 0.7715 2.6753 1.2527  -0.200
22 C -3.8336 -3.2584 1.5720  0.023
23 C -1.5429 -4.4875 -2.1922  0.022
24 C -2.5050 -3.5694 -1.7767  -0.004
25 C 3.5862 0.2292 4.2045  0.031
26 C -0.2724 -4.3907 -1.6725  0.037
27 C -1.6217 -2.6977 2.5834  -0.306
28 C -2.1644 -2.6326 -0.8414  -0.146
29 C 2.4173 4.1124 -0.7318  -0.167
30 C 1.8749 -0.4171 -2.5283  -0.186
31 C -1.4663 0.1533 -4.1436  -0.174
32 C -2.5834 1.5133 2.5796  0.004
33 C -0.0757 -2.4233 4.5516  0.007
34 C -1.3050 0.2734 4.9098  0.011
35 C 0.0140 -3.4018 -0.7456  -0.229
36 C 2.6036 -2.0052 1.3655  -0.462
37 C -1.9636 2.5670 -2.5138  -0.158
38 C -2.2607 0.0455 2.5804  -0.228
39 C 1.3815 -3.2047 -0.2370  -0.125
40 C -1.6793 2.6590 -4.0108  -0.174
41 C -4.1709 -0.3228 1.0074  0.009
42 C -2.1208 1.3955 -4.7441  -0.172
43 C 2.2959 2.5822 1.2850  -0.182
44 C 2.3863 0.9138 4.3480  -0.005
45 C 2.5734 -0.9960 2.4459  -0.170
46 C -2.8027 -2.2512 1.9537  -0.187
47 C 2.7553 -0.5775 -3.7742  -0.172
48 C -1.2313 -4.1581 2.6001  -0.002
49 C -1.4529 1.2767 -1.8315  -0.331
50 H -2.8776 -1.8849 -0.5420  0.086
51 H 3.1892 -1.5789 -3.7823  0.120
52 H -1.7850 -5.2523 -2.9194  0.139
53 H 1.5117 2.9985 -3.2345  0.094
54 H 2.5939 4.7046 1.3305  0.128
55 H 2.6297 1.7066 0.7109  0.111
56 H -3.2098 1.2965 -4.6704  0.125
57 H -5.0044 -0.1616 1.6998  0.135
58 H -1.7983 -0.7445 -4.6661  0.123
59 H 4.5726 0.2967 -4.5589  0.121
60 H -3.4570 1.6999 3.2118  0.131
61 H 0.3023 1.8087 1.7103  0.040
62 H -0.5101 -0.0996 5.5436  0.091
63 H -3.4260 -4.2240 1.2970  0.094
64 H -1.8860 1.4748 -5.8064  0.126
65 H 2.8793 3.3904 -1.4106  0.088
66 H 3.9857 3.8233 0.7308  0.124
67 H -4.4318 -3.4111 2.4809  0.144
68 H -2.8156 1.8836 1.5843  0.083
69 H 4.5934 -1.2774 3.0002  0.148
70 H -0.8453 3.0460 -0.0938  0.106
71 H 0.5171 -5.0663 -1.9786  0.146
72 H 4.3946 0.4403 -2.8298  0.119
73 H -1.1901 1.3464 4.7837  0.092
74 H 0.4184 1.1599 3.5753  0.085
75 H 0.5709 4.1723 -1.8830  0.098
76 H 1.0943 1.6076 -4.2012  0.093
77 H -0.1521 -4.2771 2.6030  0.087
78 H -1.7604 2.1097 2.9658  0.081
79 H 1.8635 -4.1444 0.0330  0.156
80 H -1.6216 -4.6498 3.4942  0.126
81 H 0.9212 -0.9384 -2.6681  0.095
82 H 0.5884 -3.1647 4.1174  0.092
83 H 4.4310 0.4541 4.8430  0.141
84 H 3.2097 2.1476 -5.0243  0.124
85 H 2.6480 2.4350 2.3089  0.099
86 H -1.9704 1.1994 -0.8628  0.094
87 H -3.9562 0.6287 0.5302  0.084
88 H 2.2687 1.7039 5.0787  0.140
89 H -2.2070 3.5266 -4.4075  0.129
90 H 0.4829 4.9491 -0.3281  0.135
91 H -0.3823 0.2050 -4.2755  0.091
92 H -1.6095 -4.6860 1.7312  0.084
93 H 0.5434 -1.6769 5.0393  0.081
94 H -4.5177 -1.0100 0.2392  0.083
95 H 1.9861 -2.7784 -1.0371  0.130
96 H 2.3737 -0.8788 -1.6781  0.094
97 H 3.8398 2.6467 -3.4760  0.111
98 H -1.5949 3.4565 -2.0029  0.098
99 H -3.5100 -3.5796 -2.1778  0.137
100 H 2.1509 -0.4952 -4.6827  0.121
101 H -4.5144 -2.9286 0.7935  0.092
102 H 2.7605 5.0926 -1.0648  0.131
103 H 0.4582 3.5560 1.8253  0.141
104 H -0.6753 -2.9245 5.3165  0.129
105 H -2.8789 -0.1474 -2.5639  0.127
106 H -1.2949 -0.8510 -2.2371  0.066
107 H -2.2490 0.1255 5.4503  0.140
108 H -3.0492 2.5720 -2.3774  0.131
109 H -0.6185 2.8413 -4.1849  0.093
110 H 2.4547 1.3917 -1.5025  0.109

As for the total charge: +3. The expectation value of S² is 2.019. Its spin multiplicity is 3. The calculation puts the total energy at -64203.2495 eV. The frontier orbital gap (alpha / beta) comes out at 6.496 / 6.987 eV. The calculation puts the LUMO energy (alpha / beta) at -9.90 / -10.30 eV.

***

# 2
A structure of composition C42H61N4O5PS2ScSi, computed with wB97M-V/def2-TZVPD.

Last column: Löwdin charge in e.
Element x y z (Å)
1 Sc 0.0184 -0.2731 0.0862  0.973
2 S 2.8011 -1.4291 1.3986  0.577
3 S -3.1159 -0.4030 2.2463  0.878
4 P 1.0366 1.7631 1.8188  1.108
5 Si -2.2447 -2.4618 -1.7620  0.422
6 O -0.7944 -3.9872 2.0297  -0.002
7 O 1.9784 -0.8824 0.2610  -0.467
8 O -1.8254 0.0167 1.6147  -0.581
9 O -0.2755 -2.0332 1.1094  -0.152
10 O 3.9186 -0.5455 1.6618  -0.320
11 N -0.9198 1.8123 -0.4416  -0.038
12 N 2.0418 -1.7629 2.6689  -0.185
13 N -0.8938 -1.3923 -1.5963  -0.095
14 N 1.1039 -0.5147 -2.2608  0.103
15 C -3.3040 1.3464 -3.9090  -0.293
16 C -1.9570 1.6783 -3.9913  -0.015
17 C 2.5995 -3.6915 -0.1486  -0.034
18 C 4.7112 -3.3382 0.9559  -0.047
19 C -1.7391 4.0691 -0.0133  -0.025
20 C 2.6551 2.6078 1.4352  -0.513
21 C 4.8684 -6.6304 -0.9350  -0.060
22 C -1.7651 1.7799 -1.5793  -0.248
23 C -3.4683 0.8170 3.5156  -0.227
24 C -0.2144 3.0441 1.5493  -0.292
25 C 1.2552 1.3552 3.6188  -0.526
26 C -3.8819 1.3283 -2.6495  -0.020
27 C 2.3365 -1.3486 -4.1332  -0.068
28 C -0.3670 4.1700 2.3595  -0.081
29 C 0.2142 2.4193 -2.9865  -0.044
30 C -3.1461 1.5612 -1.4901  -0.214
31 C -3.8738 1.6201 -0.1742  -0.065
32 C 2.1784 -0.4841 -3.0644  -0.325
33 C -2.7685 -1.7741 3.3394  -0.219
34 C 3.2687 0.5018 -2.7735  -0.029
35 C 2.7455 4.1051 1.7226  -0.113
36 C -1.8571 5.1607 0.8148  -0.058
37 C 1.3589 -2.3148 -4.3522  -0.083
38 C -4.1143 1.0483 -5.1420  -0.066
39 C -3.6274 -1.9109 -0.6299  -0.158
40 C 5.1716 -4.5417 0.4410  -0.046
41 C 1.7854 2.4149 4.5824  -0.109
42 C -1.8157 -4.2261 -1.2847  -0.155
43 C 0.2699 -2.3793 -3.5284  -0.043
44 C -1.1960 1.9215 -2.8574  -0.200
45 C 0.1340 -1.4395 -2.4687  -0.430
46 C 3.0705 -4.8941 -0.6483  -0.027
47 C -0.0628 -3.0038 1.9124  -0.640
48 C 4.3596 -5.3346 -0.3624  -0.280
49 C -1.1956 5.2323 2.0440  -0.306
50 C 2.9641 2.3662 -0.0319  -0.138
51 C -0.9583 2.9316 0.3362  -0.314
52 C -2.9220 -2.4207 -3.5309  -0.168
53 C 3.4256 -2.9162 0.6559  -0.260
54 C 1.1893 -2.9206 2.7898  -0.193
55 C -1.3250 6.4332 2.9416  -0.073
56 C -0.0099 0.7234 4.1763  -0.127
57 H 4.0822 -7.3855 -0.9521  0.074
58 H -4.6159 0.8218 -0.0982  0.068
59 H -4.5950 -2.2076 -1.0381  0.036
60 H 2.0577 1.9254 5.5217  0.077
61 H 5.7028 -7.0187 -0.3510  0.070
62 H -2.4822 5.9910 0.4974  0.107
63 H -4.7685 0.1899 -4.9838  0.069
64 H 2.1956 2.8343 -0.6557  0.074
65 H -0.8277 1.4472 4.1531  0.059
66 H -0.8138 7.3069 2.5284  0.071
67 H 2.6027 4.3667 2.7695  0.052
68 H -1.9694 -1.5045 4.0290  0.057
69 H 6.1805 -4.8697 0.6657  0.106
70 H 3.3850 2.0596 2.0401  0.101
71 H -2.3700 6.7122 3.0933  0.068
72 H -0.4824 -3.1371 -3.6764  0.068
73 H -3.4752 1.7919 3.0321  0.059
74 H -4.9427 1.1130 -2.5536  0.120
75 H 1.4620 -3.0208 -5.1686  0.101
76 H 1.7318 -3.8641 2.6320  0.115
77 H -3.6904 -1.9961 3.8772  0.062
78 H 2.8635 1.4720 -2.5073  0.048
79 H -2.6101 -3.2772 -4.1305  0.020
80 H 2.4236 -5.4984 -1.2727  0.114
81 H -1.4821 1.7472 -4.9652  0.112
82 H -4.7446 1.8966 -5.4210  0.073
83 H -2.4599 -2.6276 2.7375  0.036
84 H -0.2990 -0.1489 3.5902  0.043
85 H -4.4571 0.5916 3.9126  0.056
86 H -2.7181 0.7859 4.3007  0.036
87 H -3.1753 1.5513 0.6566  0.026
88 H 3.9298 2.8005 -0.3057  0.088
89 H -1.0186 -4.6511 -1.8954  0.019
90 H 2.0102 0.5630 3.5392  0.078
91 H 5.2153 -6.4950 -1.9620  0.079
92 H 0.5886 2.2852 -4.0026  0.082
93 H -1.4899 -4.2377 -0.2414  0.010
94 H 2.6762 2.9165 4.2112  0.055
95 H -3.6288 -0.8279 -0.5256  -0.017
96 H 1.0311 3.1658 4.8207  0.063
97 H 2.0054 4.6561 1.1415  0.076
98 H 3.2126 -1.2764 -4.7623  0.094
99 H -2.6899 -4.8766 -1.3745  0.029
100 H -4.0136 -2.4061 -3.5175  0.020
101 H 3.8736 0.1528 -1.9359  0.087
102 H 0.2456 3.4866 -2.7443  0.089
103 H -0.8902 6.2335 3.9217  0.067
104 H -3.4662 0.8224 -5.9889  0.070
105 H 0.2080 4.2310 3.2749  0.085
106 H -2.2721 4.0588 -0.9552  0.110
107 H 3.9175 0.6151 -3.6420  0.076
108 H 3.7364 4.4583 1.4235  0.076
109 H 2.9893 1.3031 -0.2461  0.028
110 H 0.8372 -2.9564 3.8258  0.113
111 H 1.6043 -3.3454 -0.3977  0.113
112 H 0.1492 0.4146 5.2133  0.086
113 H -3.5205 -2.3689 0.3536  0.014
114 H 5.3366 -2.7138 1.5783  0.110
115 H -4.3979 2.5752 -0.0816  0.089
116 H 0.8746 1.9095 -2.2930  0.021
117 H -2.5834 -1.5144 -4.0362  0.022

As for the total charge: -1. The calculation puts the total energy at -120288.8350 eV. The frontier orbital gap comes out at 6.436 eV. As for the energy above the lowest of the compared OMol25 structures with the same formula, charge and spin: 0.0 kcal per mole. The calculation puts the LUMO energy at 2.17 eV.